Record 1
{"formula": "C2H4BrN2", "method": "ωB97M-V/def2-TZVPD", "total_charge": 1, "homo_lumo_gap_ev": [7.840, 7.085], "lumo_ev": [-7.0, -7.2], "species": ["C", "C", "N", "N", "Br", "H", "H", "H", "H"], "positions_angstrom": [[-1.45002, 0.56656, -1.46009], [0.96611, -0.08072, 0.82312], [0.33932, -0.20777, -0.31367], [-0.86548, 0.24856, -0.30938], [-1.65200, -0.59401, -2.83349], [2.01300, 0.19923, 0.68610], [0.53598, 0.24996, 1.68958], [1.29173, -1.11260, 1.07192], [-1.17865, 0.73079, 0.64590]], "forces_ev_per_angstrom": [[-1.569, 0.042, -1.307], [4.806, -2.351, 2.179], [-2.891, -0.232, -3.610], [0.760, 0.876, 2.566], [0.412, 0.490, 0.734], [0.052, 0.893, -0.115], [-1.501, 1.581, 2.014], [-0.235, -0.369, 0.007], [0.167, -0.929, -2.467]]}


Record 2
{"formula": "C34H41N9O6SSn", "method": "ωB97M-V/def2-TZVPD", "total_charge": -2, "homo_lumo_gap_ev": [5.422, 5.423], "lumo_ev": [3.8, 3.8], "species": ["Sn", "O", "C", "C", "C", "C", "C", "C", "C", "O", "N", "N", "C", "C", "C", "C", "C", "C", "C", "O", "H", "H", "H", "H", "H", "H", "H", "H", "H", "H", "N", "N", "C", "N", "N", "N", "O", "O", "H", "H", "H", "H", "H", "O", "S", "C", "C", "C", "C", "H", "H", "H", "H", "H", "H", "H", "H", "N", "C", "C", "C", "N", "C", "C", "H", "H", "H", "H", "H", "H", "C", "C", "C", "C", "C", "C", "C", "C", "C", "C", "H", "H", "H", "H", "H", "H", "H", "H", "H", "H", "H", "H"], "positions_angstrom": [[-0.52517, -0.21760, -1.33483], [4.75550, -1.66251, 0.47604], [4.28943, -2.60470, -0.25788], [4.84018, -3.92243, -0.18634], [4.36477, -4.96572, -0.94585], [3.29890, -4.78864, -1.83452], [2.73301, -3.53118, -1.92879], [3.19198, -2.44988, -1.17527], [2.45874, -1.17404, -1.31875], [1.38729, -1.11771, -1.98738], [2.97554, -0.13782, -0.68065], [2.28641, 1.05831, -0.59964], [2.77989, 1.83496, 0.29739], [2.31124, 3.13633, 0.70462], [2.86611, 3.64453, 1.88851], [2.49921, 4.85728, 2.43141], [1.53095, 5.61128, 1.73971], [0.97949, 5.16654, 0.56940], [1.32997, 3.89998, -0.03427], [0.81264, 3.51273, -1.10717], [3.79017, -0.36967, -0.08156], [5.66913, -4.06135, 0.49975], [4.82948, -5.94331, -0.85165], [2.92499, -5.61099, -2.43064], [1.89677, -3.35061, -2.59478], [3.64864, 1.48014, 0.86925], [3.61339, 3.03740, 2.39636], [2.93794, 5.21331, 3.35476], [1.21309, 6.56938, 2.14289], [0.23354, 5.75141, 0.04233], [-0.36535, -2.59942, -0.43429], [-1.16928, -3.49689, -1.16055], [-2.15358, -2.89947, -1.98060], [-3.24301, -3.53344, -2.32139], [-1.81413, -1.67145, -2.33559], [-2.72830, -0.76859, -3.01673], [-3.09321, 0.16408, -2.17466], [-3.82009, -1.38585, -3.66922], [0.60789, -2.87083, -0.42311], [-0.71454, -2.33991, 0.48555], [-1.55927, -4.25342, -0.62130], [-3.27942, -4.45666, -1.91093], [-3.85891, -2.31102, -3.28053], [1.20568, -1.41102, 1.24818], [1.31917, -1.47994, 2.73288], [3.00888, -0.92279, 3.13591], [3.73022, -2.05682, 3.85323], [3.24972, -3.32489, 3.15458], [1.73169, -3.20989, 3.14638], [2.95088, 0.01648, 3.68471], [3.46344, -0.76153, 2.15778], [3.45349, -2.08402, 4.91342], [4.81095, -1.92799, 3.78429], [3.58982, -4.23980, 3.64464], [3.62287, -3.32985, 2.13042], [1.29463, -3.42424, 4.12565], [1.22774, -3.81244, 2.39050], [-3.12041, 2.90038, -5.88509], [-2.35392, 2.05166, -5.05609], [-2.50965, 0.71063, -5.07961], [-1.74194, -0.14171, -4.16584], [-0.70002, 0.48026, -3.42159], [-0.60300, 1.83723, -3.45056], [-1.35769, 2.65933, -4.22442], [-4.01860, 2.49713, -6.10817], [-3.25040, 3.80628, -5.45894], [-3.27429, 0.24506, -5.68786], [-1.40662, -1.09002, -4.60158], [0.15406, 2.26401, -2.79572], [-1.19266, 3.72786, -4.21633], [-0.69899, 1.54579, 2.02086], [-1.94775, 1.27735, 1.18419], [-2.01690, 2.38693, 0.09670], [-1.90842, -0.12705, 0.60976], [-3.25578, 1.35270, 1.97281], [-3.28093, 1.61384, 3.33931], [-4.48461, 1.69924, 4.03320], [-5.68757, 1.52372, 3.37212], [-5.67717, 1.26565, 2.00480], [-4.47971, 1.18030, 1.31546], [0.17186, 1.37851, 1.38401], [-0.62787, 0.85932, 2.86831], [-0.64809, 2.57725, 2.38603], [-1.03482, 2.52357, -0.36026], [-2.29099, 3.33780, 0.57104], [-2.73972, 2.14923, -0.68412], [-2.86782, -0.33311, 0.12085], [-2.34930, 1.76243, 3.86749], [-4.47330, 1.90633, 5.09770], [-6.62580, 1.58481, 3.91163], [-6.60940, 1.13049, 1.46856], [-4.48298, 0.98299, 0.24967]], "forces_ev_per_angstrom": [[-0.682, -0.487, 0.133], [-0.023, -0.033, -0.034], [0.048, 0.032, 0.000], [0.004, 0.016, -0.006], [0.020, -0.008, 0.012], [-0.005, 0.045, 0.004], [-0.031, -0.062, -0.022], [-0.045, 0.093, -0.098], [0.186, -0.115, 0.246], [-0.188, 0.226, 0.003], [-0.057, 0.132, -0.171], [-0.025, -0.073, 0.045], [-0.069, 0.054, 0.064], [0.113, -0.043, -0.025], [0.045, 0.045, 0.046], [-0.006, -0.073, -0.065], [-0.017, 0.028, 0.001], [-0.024, 0.013, -0.032], [-0.057, -0.045, -0.060], [0.084, 0.071, 0.043], [0.008, -0.029, 0.005], [-0.006, -0.007, -0.005], [-0.008, 0.005, 0.003], [-0.004, 0.005, 0.005], [-0.005, -0.014, -0.001], [-0.003, -0.040, -0.006], [-0.008, 0.007, 0.003], [-0.007, 0.010, 0.002], [0.005, -0.005, 0.004], [0.002, 0.004, 0.017], [-0.077, -0.257, -0.172], [0.032, 0.130, -0.109], [-0.104, -0.023, 0.463], [0.137, 0.067, -0.137], [-0.280, 0.017, -0.409], [0.240, 0.583, 0.270], [-0.197, -0.217, -0.238], [0.192, -0.419, -0.148], [-0.091, -0.168, 0.050], [-0.113, 0.039, -0.057], [-0.032, -0.049, 0.162], [-0.011, -0.062, 0.008], [-0.003, 0.138, 0.081], [0.193, -0.013, 0.247], [-0.094, 0.139, -0.145], [0.038, 0.050, 0.089], [-0.035, 0.006, 0.038], [-0.022, -0.001, -0.014], [0.019, -0.080, -0.018], [0.007, -0.015, 0.023], [0.007, -0.006, -0.055], [0.037, 0.003, 0.001], [0.003, -0.006, -0.028], [-0.015, 0.009, 0.030], [0.021, -0.013, -0.004], [0.020, 0.019, 0.000], [0.008, -0.012, 0.012], [0.015, 0.001, 0.009], [-0.032, 0.039, -0.029], [0.019, 0.187, 0.049], [0.007, -0.439, 0.088], [0.067, 0.534, 0.191], [0.024, 0.112, -0.092], [0.069, -0.140, -0.049], [-0.016, -0.028, -0.008], [0.010, 0.021, 0.007], [0.021, -0.035, -0.032], [-0.044, 0.049, -0.038], [-0.034, -0.020, 0.029], [-0.018, 0.002, 0.001], [-0.038, 0.011, 0.127], [-0.001, 0.234, -0.566], [-0.151, 0.117, 0.291], [0.639, -0.392, 0.494], [0.139, -0.103, 0.113], [-0.079, -0.018, -0.024], [0.069, 0.018, 0.027], [-0.057, -0.020, -0.024], [0.014, 0.006, 0.003], [0.032, 0.040, 0.014], [0.002, 0.006, 0.006], [-0.003, -0.030, -0.024], [-0.011, 0.004, -0.014], [-0.033, -0.050, -0.027], [0.004, 0.052, -0.096], [0.007, -0.033, 0.019], [0.282, 0.283, -0.542], [-0.005, -0.010, 0.025], [-0.010, -0.002, 0.005], [-0.002, 0.010, 0.001], [-0.008, -0.005, 0.012], [-0.005, -0.011, 0.000]]}


Record 3
{"formula": "C19H19N3O3", "method": "ωB97M-V/def2-TZVPD", "smiles": "O=C(COc1ccccc1)NCC(=O)N/N=C/C=C/c1ccccc1", "homo_lumo_gap_ev": 7.940, "lumo_ev": 0.0, "species": ["O", "C", "N", "C", "C", "O", "N", "N", "C", "C", "C", "C", "C", "C", "C", "C", "C", "H", "H", "H", "H", "H", "H", "H", "H", "H", "H", "H", "H", "C", "O", "C", "C", "C", "C", "C", "C", "H", "H", "H", "H", "H", "H", "H"], "positions_angstrom": [[-3.62791, -0.15729, 1.52201], [-4.14377, -0.10897, 0.42377], [-4.44362, 1.05887, -0.18540], [-4.06598, 2.33066, 0.40293], [-2.58977, 2.64305, 0.08552], [-2.26873, 3.47359, -0.73748], [-1.74856, 1.84620, 0.79182], [-0.41720, 1.65869, 0.66222], [0.34005, 2.39070, -0.06255], [1.73532, 2.05708, -0.18503], [2.26676, 0.94493, 0.35393], [3.63739, 0.49270, 0.26132], [3.97988, -0.72834, 0.85331], [5.26999, -1.21504, 0.78652], [6.25220, -0.49221, 0.12838], [5.93146, 0.72093, -0.46057], [4.64169, 1.20929, -0.39706], [4.41147, 2.15628, -0.86020], [6.69515, 1.28839, -0.97263], [7.26221, -0.87073, 0.07526], [5.51419, -2.16049, 1.24885], [3.21611, -1.29274, 1.36939], [1.59454, 0.30367, 0.90871], [2.33028, 2.74805, -0.76455], [-0.01156, 3.25728, -0.61846], [-2.16278, 1.14824, 1.41086], [-4.69206, 3.11989, -0.01267], [-4.20930, 2.26404, 1.48424], [-4.77766, 1.06971, -1.13550], [-4.50555, -1.36634, -0.37072], [-3.66083, -2.43752, -0.04942], [-2.31210, -2.28228, -0.23366], [-1.71360, -1.22407, -0.90618], [-0.33557, -1.18365, -1.04308], [0.45546, -2.18864, -0.52055], [-0.14155, -3.24791, 0.14532], [-1.51273, -3.29769, 0.28882], [-1.99449, -4.11160, 0.80674], [0.46568, -4.03977, 0.55843], [1.52811, -2.14645, -0.63371], [0.11843, -0.35284, -1.56177], [-2.30016, -0.42272, -1.33007], [-4.50326, -1.16054, -1.45111], [-5.50765, -1.69436, -0.07595]], "forces_ev_per_angstrom": [[0.007, -0.153, 0.240], [-0.201, -0.099, -0.254], [-0.166, 0.209, -0.195], [0.214, 0.073, 0.112], [-0.485, -0.034, 0.135], [0.177, 0.133, -0.175], [-0.219, -0.115, 0.372], [0.626, -0.121, -0.007], [-1.034, 0.442, -0.082], [0.875, -0.714, 0.252], [-0.588, 0.615, -0.243], [0.643, -0.243, -0.007], [-0.149, 0.232, -0.090], [0.189, -0.074, -0.010], [0.009, -0.083, 0.042], [0.054, 0.050, -0.047], [-0.130, -0.070, 0.074], [-0.022, 0.102, -0.049], [0.046, 0.046, -0.037], [0.075, -0.030, -0.002], [0.011, -0.066, 0.037], [-0.094, -0.042, 0.050], [-0.083, -0.073, 0.046], [0.114, 0.022, -0.046], [-0.162, -0.110, 0.093], [0.005, 0.265, -0.276], [0.148, -0.046, 0.063], [-0.066, 0.050, -0.108], [0.056, -0.136, 0.045], [0.071, -0.083, 0.085], [0.007, -0.008, 0.046], [0.329, -0.126, -0.045], [-0.368, -0.019, -0.020], [0.118, -0.063, -0.002], [0.120, 0.091, -0.077], [-0.054, -0.014, 0.022], [-0.247, 0.067, -0.009], [-0.053, -0.102, 0.074], [0.038, -0.075, 0.035], [0.112, 0.002, -0.013], [0.039, 0.084, -0.026], [-0.066, 0.073, -0.035], [-0.004, 0.012, 0.121], [0.109, 0.131, -0.088]]}


Across the entries above, ΔE to the lowest compared entry with this formula, charge and spin takes the values 121.46, 0.00, 70.48 kcal/mol, respectively.